Entry 1:
The following is a DFT calculation (ωB97M-V with the def2-TZVPD basis set) of a structure of composition C4H12P2.

Computed properties:
- gap between HOMO and LUMO (eV) = 8.97
- LUMO energy (eV) = 0.5
- energy above the lowest of the compared OMol25 structures with the same formula, charge and spin (kJ/mol) = 315.98
- E_HOMO (eV) = -8.48
- DFT total energy (eV) = -22916.443

Each line ends with the Mulliken charge.
CARTESIAN COORDINATES (ANGSTROEM)
C1 1.8953 0.3352 0.9064  -0.944
C2 -0.1436 0.3322 -1.3812  -1.527
C3 0.4414 0.8702 0.9714  -0.867
C4 -0.4555 0.0318 0.0398  0.195
P1 -0.4891 -1.7893 0.2461  -0.007
P2 -2.7230 0.4901 0.4252  0.050
H1 2.3371 0.9562 0.0558  0.240
H2 1.8059 -0.6645 0.6948  0.332
H3 2.5333 0.4587 1.8970  0.283
H4 -0.9497 -0.2359 -2.0942  0.327
H5 0.9029 0.0063 -1.7648  0.332
H6 -0.0669 1.3281 -1.5194  0.547
H7 0.1655 0.7685 1.9514  0.430
H8 0.5444 1.8548 0.7352  0.480
H9 -1.7452 -1.9700 -0.3081  0.015
H10 0.0212 -2.1693 -0.9663  0.009
H11 -3.3031 -0.2724 -0.6589  0.046
H12 -2.7438 -0.2220 1.6308  0.061


Entry 2:
The following is a DFT calculation (ωB97M-V with the def2-TZVPD basis set) of a cluster of 17 separate species, C60H159N11O22 in total.

Computed properties:
- gap between HOMO and LUMO (eV) = 8.83
- LUMO energy (eV) = 0.4
- energy above the lowest of the compared OMol25 structures with the same formula, charge and spin (kJ/mol) = 0.00
- E_HOMO (eV) = -8.43
- DFT total energy (eV) = -126228.778

Each line ends with the Mulliken charge.
CARTESIAN COORDINATES (ANGSTROEM)
C1 16.4691 24.2013 12.9482  0.227
O1 16.0342 25.1141 12.2207  -0.009
N1 16.8439 22.9714 12.3680  -0.339
N2 16.6437 24.2817 14.2479  0.643
H1 16.4842 22.9887 11.4131  -0.084
H2 16.6532 22.0795 12.7979  0.126
H3 16.4140 25.1344 14.6666  -0.212
H4 17.0298 23.5511 14.8615  -0.034
C2 15.5315 30.3777 7.3611  0.653
O2 14.9782 31.2864 7.9402  -0.616
N3 14.9596 29.3590 6.6038  -0.512
N4 16.9093 30.1308 7.5617  -0.285
H5 13.9759 29.3489 6.6255  0.281
H6 15.4587 28.4971 6.5571  0.223
H7 17.4151 30.9226 7.9610  0.181
H8 17.4502 29.6309 6.8963  0.209
C3 16.5746 32.4191 19.8598  0.445
O3 15.6910 33.3062 20.0592  -0.731
N5 16.2734 31.0808 19.8862  -0.228
N6 17.8461 32.6929 19.8446  -0.338
H9 15.3311 30.7919 19.6842  0.085
H10 16.9666 30.3898 19.5576  0.193
H11 18.3834 32.0473 19.3057  0.088
H12 18.1670 33.6774 19.7402  0.387
C4 14.1409 32.7546 11.5577  -1.728
C5 13.6641 31.3512 11.7142  0.549
C6 14.5328 30.4159 10.8404  -0.157
O4 13.7936 31.0858 13.1162  -0.082
H13 13.6817 33.3886 12.2621  0.543
H14 13.9176 33.0548 10.5495  0.444
H15 15.2367 32.8573 11.6677  0.101
H16 12.6174 31.2127 11.4023  0.432
H17 15.5159 30.6779 11.1837  -0.185
H18 14.3267 30.5832 9.7920  0.561
H19 14.3611 29.3581 11.0824  -0.650
H20 14.5521 31.5546 13.5510  -0.534
C7 12.4071 33.0407 20.5477  -1.625
C8 12.4610 32.1255 19.2877  0.491
C9 12.8228 32.8197 17.9557  1.267
O5 13.3695 31.0727 19.4895  -0.529
H21 11.9028 33.9630 20.3544  0.434
H22 13.4276 33.2461 20.9666  0.183
H23 11.8083 32.5493 21.3209  0.427
H24 11.5048 31.6006 19.2378  0.333
H25 12.3968 33.8050 17.7520  0.802
H26 12.6651 32.1032 17.1215  -1.002
H27 13.9024 33.0933 18.0574  -1.008
H28 13.1042 30.3015 18.8739  0.212
C10 17.2381 24.4736 17.8868  -0.282
C11 18.3086 23.4564 17.5397  0.591
C12 19.0681 22.8501 18.7293  -1.779
O6 17.7030 22.5019 16.6910  -0.494
H29 16.4247 24.0382 18.5175  0.376
H30 16.7250 24.8326 17.0037  -0.161
H31 17.7260 25.2954 18.4356  0.013
H32 19.1336 23.9322 16.9460  0.069
H33 18.4012 22.5429 19.4837  0.484
H34 19.5786 23.6343 19.1910  0.462
H35 19.8383 22.1756 18.3297  0.376
H36 17.2207 21.8866 17.2562  0.306
C13 20.6068 28.5988 18.9287  -1.354
C14 19.1059 28.4993 18.8283  1.594
C15 18.4840 28.1286 20.1807  -2.100
O7 18.6567 29.7606 18.3337  0.481
H37 21.1719 28.3075 18.0596  0.093
H38 20.9599 27.8843 19.6833  0.464
H39 20.8818 29.6046 19.2427  0.249
H40 18.7557 27.7595 18.0919  -0.089
H41 19.0761 27.3295 20.5148  0.721
H42 17.4380 27.9083 20.0279  0.306
H43 18.6655 28.9702 20.8580  0.361
H44 17.8160 29.5723 17.8046  -0.369
C16 11.6862 19.6228 16.4378  -1.392
C17 12.5750 20.7213 15.9093  1.594
C18 12.1713 22.1077 16.3533  -1.334
O8 13.9962 20.5904 16.2446  -0.552
H45 12.1109 18.5875 16.1360  0.232
H46 10.7682 19.7039 15.8264  0.388
H47 11.4906 19.6789 17.5014  0.377
H48 12.5286 20.6865 14.8011  -0.445
H49 11.4007 22.6503 15.8126  0.136
H50 13.0687 22.7365 16.2281  0.190
H51 11.9173 22.1854 17.3667  0.543
H52 14.2444 19.6687 16.0569  0.277
C19 10.6788 31.7462 14.5191  -1.253
C20 10.9727 30.2406 14.6146  0.707
C21 10.6744 29.5063 13.2856  -0.415
O9 12.3148 29.9497 15.0641  1.358
H53 11.1038 32.1728 13.6023  0.163
H54 11.0775 32.2754 15.3714  0.244
H55 9.5461 31.8408 14.4678  0.416
H56 10.4092 29.8149 15.4509  0.151
H57 11.0887 28.4499 13.3178  -0.077
H58 11.3363 29.9938 12.5047  -0.452
H59 9.6624 29.5228 13.0061  0.660
H60 12.9188 30.3660 14.3696  -0.511
C22 17.0827 37.3717 17.5218  -1.388
C23 16.3126 36.3909 18.3892  0.628
C24 14.9643 35.9734 17.7531  -1.046
O10 17.0136 35.2015 18.5558  -0.454
H61 16.3207 38.1056 17.2253  0.369
H62 17.3440 36.7697 16.6609  0.244
H63 17.9036 37.8248 18.0015  0.389
H64 16.0196 36.9781 19.3446  0.233
H65 14.4000 36.8611 17.5102  0.523
H66 14.3122 35.3358 18.3284  0.211
H67 15.1907 35.4942 16.8131  0.035
H68 16.4223 34.6804 19.1483  0.265
C25 10.8892 27.5231 17.4812  -1.553
C26 12.2014 27.7505 18.2493  0.445
C27 13.1684 26.5435 18.0661  -0.534
O11 12.9047 28.9627 17.8629  -0.300
H69 10.3127 26.7434 18.0169  0.419
H70 11.0987 27.0556 16.5012  0.202
H71 10.1482 28.2459 17.3352  0.459
H72 11.9297 27.9348 19.2532  0.421
H73 12.9265 26.1017 17.0936  -0.163
H74 13.1411 25.7825 18.8713  0.393
H75 14.1685 26.9071 17.9729  0.018
H76 12.6481 29.2823 16.9942  -0.199
C28 12.5442 23.5628 12.8839  0.875
C29 11.5476 24.7404 12.8909  1.483
C30 10.3822 24.7478 11.8613  -1.516
O12 11.0281 24.9796 14.2219  -0.583
H77 13.0338 23.3541 11.9311  -0.955
H78 12.0045 22.6256 13.2017  0.415
H79 13.3196 23.7370 13.6680  -0.363
H80 12.1961 25.6068 12.8028  -0.674
H81 10.5766 24.3953 10.8398  0.251
H82 9.8489 25.7476 11.7271  0.155
H83 9.6318 24.0672 12.2457  0.520
H84 10.4872 24.2284 14.4222  0.357
C31 13.2827 16.3181 13.5398  -0.788
O13 14.1093 17.3511 13.9311  -0.211
C32 15.3547 17.2537 13.2736  -0.565
C33 16.2263 18.4212 13.5024  -0.872
N7 15.9028 19.5134 12.6520  -0.146
C34 14.5937 20.0930 12.7241  -0.680
C35 14.1127 20.8028 11.4956  1.299
O14 14.0277 19.9229 10.3425  -0.404
C36 12.9953 19.0082 10.3262  -0.429
H85 12.4986 16.2682 14.2817  0.183
H86 13.8639 15.4420 13.5281  0.354
H87 12.9100 16.6428 12.5969  0.300
H88 15.1557 17.2701 12.2149  0.360
H89 15.8497 16.2739 13.5431  0.503
H90 17.2306 18.0581 13.3625  0.473
H91 16.1566 18.7976 14.5473  0.242
H92 16.0075 19.1952 11.6705  0.302
H93 14.6744 20.8774 13.4903  0.172
H94 13.8516 19.3172 13.0373  0.382
H95 14.7969 21.6127 11.1449  -1.610
H96 13.1083 21.1848 11.6614  0.673
H97 13.1412 18.2092 11.1119  -0.102
H98 12.8833 18.5708 9.3364  0.339
H99 12.0527 19.5116 10.5609  0.287
C37 14.2387 26.4212 14.6801  -0.229
O15 15.5044 26.9550 15.1768  0.128
C38 15.8164 28.2209 14.5582  0.432
C39 16.8414 28.9920 15.3380  0.314
N8 16.3198 29.5201 16.6294  0.697
C40 15.4060 30.6811 16.6122  2.224
C41 16.0182 32.0412 16.2806  -1.179
O16 16.2908 32.2878 14.8848  0.469
C42 17.1746 33.4050 14.7231  -0.471
H100 14.1200 25.5418 15.2782  0.352
H101 14.2948 26.1792 13.6231  0.211
H102 13.3017 27.0661 14.8568  -0.339
H103 14.7967 28.7309 14.5369  -0.620
H104 16.1719 28.0695 13.5174  0.131
H105 17.1017 29.8020 14.6354  -0.251
H106 17.7975 28.4837 15.5019  -0.924
H107 15.5835 28.8652 16.9256  -0.123
H108 14.9818 30.7316 17.5596  -0.701
H109 14.5877 30.4723 15.8878  -0.904
H110 16.9390 32.2982 16.8778  0.224
H111 15.2507 32.7989 16.5331  -0.193
H112 16.7981 34.2006 15.3504  0.171
H113 17.2219 33.7021 13.6895  0.045
H114 18.1560 33.1693 14.9956  -0.100
C43 16.9094 21.4968 8.9860  -0.866
O17 16.1106 22.5675 9.3921  -0.294
C44 14.9395 22.8397 8.6212  -0.993
C45 14.1665 23.9750 9.2985  0.536
N9 14.9312 25.2580 9.3222  -0.413
C46 14.3032 26.3718 10.0822  1.007
C47 13.2277 27.1165 9.3099  -0.507
O18 12.0656 27.2981 10.1394  0.209
C48 10.9563 27.8540 9.4887  -1.091
H115 17.3341 21.6376 7.9780  0.303
H116 16.4211 20.5404 8.9213  0.265
H117 17.7829 21.5316 9.7241  0.261
H118 14.2733 21.9440 8.5716  0.246
H119 15.1501 23.2376 7.5944  0.495
H120 14.0149 23.6303 10.3655  -0.829
H121 13.1607 24.0767 8.8591  0.639
H122 15.8204 25.0026 9.8002  0.403
H123 15.0665 27.1590 10.3435  0.119
H124 13.8207 25.9942 10.9840  -0.870
H125 12.9302 26.6205 8.4041  0.587
H126 13.6014 28.1643 9.0182  -0.296
H127 10.5806 27.3297 8.6130  0.336
H128 11.0952 28.8927 9.1396  0.303
H129 10.1263 27.9246 10.1827  0.272
C49 20.6156 32.1516 17.0334  -0.351
O19 21.2915 31.5603 15.9531  -0.499
C50 20.4352 31.4148 14.8201  0.625
C51 21.1075 30.5553 13.7640  -0.435
N10 21.7626 29.4406 14.3578  -0.373
C52 20.8248 28.4065 14.9572  0.052
C53 20.2407 27.4465 13.9093  -1.202
O20 19.2538 28.0875 13.1061  0.357
C54 19.0011 27.3796 11.9110  -0.585
H130 19.7076 31.6092 17.2670  -0.191
H131 20.3909 33.2183 16.8518  0.316
H132 21.2679 32.0413 17.8804  0.402
H133 20.2006 32.4615 14.5428  0.690
H134 19.4442 30.9684 15.1918  -0.715
H135 21.8000 31.2178 13.2196  0.405
H136 20.2685 30.2368 13.1155  -0.330
H137 22.4405 29.6360 15.0806  0.368
H138 20.0434 28.9239 15.4660  -0.099
H139 21.3176 27.7883 15.7297  0.405
H140 19.7747 26.5454 14.3479  0.311
H141 21.0291 27.0611 13.2748  0.652
H142 18.4495 26.4777 12.0439  0.027
H143 19.8418 26.9227 11.4246  0.418
H144 18.4265 28.0170 11.1978  -0.006
C55 18.9259 30.5795 10.3924  -0.566
O21 18.4620 31.6107 9.5336  -0.412
C56 18.2488 32.8289 10.3691  0.037
C57 17.8779 33.9864 9.4050  -1.220
N11 17.4483 35.2510 10.1179  -0.221
C58 18.6102 36.0095 10.6796  -0.483
C59 18.2597 37.4214 10.9832  -0.599
O22 18.0927 38.0609 9.7753  -0.303
C60 18.0442 39.4709 9.7471  -0.678
H145 19.8415 30.8891 10.9545  0.331
H146 19.1042 29.7018 9.7357  0.381
H147 18.1893 30.2637 11.0964  0.036
H148 19.1436 32.9959 10.9414  0.556
H149 17.5400 32.6657 11.1757  -0.086
H150 17.0658 33.6607 8.7837  0.518
H151 18.7243 34.2187 8.7390  0.362
H152 16.9875 35.8188 9.4024  0.256
H153 19.4945 35.9243 9.9950  0.316
H154 18.9869 35.5167 11.5991  0.286
H155 19.0179 38.0300 11.4747  0.482
H156 17.2840 37.3299 11.5408  0.219
H157 16.9886 39.7339 9.8003  0.248
H158 18.5489 39.8121 8.8302  0.213
H159 18.6876 39.8009 10.6111  0.302


Entry 3:
The following is a DFT calculation (ωB97M-V with the def2-TZVPD basis set) of an isolated molecule of C3H5NO2.

Computed properties:
- gap between HOMO and LUMO (eV) = 10.63
- SMILES = N=C1OCCO1
- LUMO energy (eV) = 0.8
- energy above the lowest of the compared OMol25 structures with the same formula, charge and spin (kJ/mol) = 107.63
- E_HOMO (eV) = -9.87
- DFT total energy (eV) = -8776.579

Each line ends with the Mulliken charge.
CARTESIAN COORDINATES (ANGSTROEM)
N1 -2.2965 0.4318 -0.8223  -0.669
C1 -1.1354 0.2097 -0.3976  0.676
O1 -0.8732 -0.7884 0.4750  -0.380
C2 0.5199 -0.8626 0.7432  -0.249
C3 1.1118 0.3493 0.0025  -0.205
O2 0.0039 0.8871 -0.7119  -0.393
H1 -2.3122 1.2245 -1.4569  0.267
H2 0.9052 -1.8175 0.3693  0.243
H3 0.6742 -0.8142 1.8255  0.244
H4 1.5088 1.1095 0.6826  0.231
H5 1.8934 0.0707 -0.7094  0.234